{"formula": "C32H56Cl3F12N5O13", "method": "ωB97M-V/def2-TZVPD", "total_energy_ev": -138335.5493, "de_lowest_kcal_mol": 40.17, "smiles": "CCOC(=O)C(F)(F)F.CCOC(=O)C(F)(F)F.CCOC(=O)C(F)(F)F.CCOC(=O)C(F)(F)F.ClC(Cl)Cl.CN(C)C=O.CN(C)C=O.CN(C)C=O.CN(C)C=O.CN(C)C=O", "orbital_gap_ha": 0.345, "homo_energy_ha": -0.342, "species": ["C", "C", "O", "C", "O", "C", "F", "F", "F", "H", "H", "H", "H", "H", "C", "C", "O", "C", "O", "C", "F", "F", "F", "H", "H", "H", "H", "H", "C", "C", "O", "C", "O", "C", "F", "F", "F", "H", "H", "H", "H", "H", "C", "C", "O", "C", "O", "C", "F", "F", "F", "H", "H", "H", "H", "H", "Cl", "C", "Cl", "Cl", "H", "C", "N", "C", "C", "O", "H", "H", "H", "H", "H", "H", "H", "C", "N", "C", "C", "O", "H", "H", "H", "H", "H", "H", "H", "C", "N", "C", "C", "O", "H", "H", "H", "H", "H", "H", "H", "C", "N", "C", "C", "O", "H", "H", "H", "H", "H", "H", "H", "C", "N", "C", "C", "O", "H", "H", "H", "H", "H", "H", "H"], "xyz": [[-4.7728, -0.3321, -3.7946], [-4.4270, -0.0842, -5.2872], [-4.2484, 1.3321, -5.3535], [-4.4524, 1.9264, -6.5230], [-4.6373, 1.3392, -7.5657], [-4.2493, 3.4336, -6.4773], [-3.1179, 3.7521, -7.0635], [-5.2393, 4.0583, -7.1249], [-4.2216, 3.7718, -5.2168], [-5.1276, -1.3429, -3.5930], [-5.5382, 0.3843, -3.4964], [-3.7908, -0.2761, -3.3247], [-5.2338, -0.4171, -5.9401], [-3.4802, -0.5268, -5.5968], [6.3725, -3.8160, -6.8016], [7.5755, -3.2645, -6.0076], [8.8187, -3.9556, -6.3926], [9.9204, -3.7485, -5.6256], [9.9879, -3.0913, -4.5682], [11.1148, -4.4794, -6.2820], [10.7031, -5.3420, -7.2200], [11.8905, -3.5861, -6.9369], [11.8627, -5.0701, -5.3501], [5.4828, -3.1870, -6.7729], [6.1884, -4.7711, -6.3098], [6.7601, -3.9303, -7.8140], [7.3988, -3.4908, -4.9561], [7.6735, -2.1789, -6.0075], [0.6432, 0.2153, 9.1591], [1.3712, 1.4800, 8.9646], [0.4726, 2.5157, 8.5892], [0.8677, 3.7779, 8.6162], [1.9446, 4.2001, 8.9969], [-0.1850, 4.7675, 8.0336], [-0.8183, 5.3716, 9.0691], [0.3705, 5.6418, 7.2559], [-1.1049, 4.0737, 7.3411], [-0.1290, 0.0043, 8.4194], [0.1735, 0.1980, 10.1426], [1.3835, -0.5841, 9.1281], [2.2653, 1.4883, 8.3411], [1.6256, 1.7197, 9.9970], [-8.0496, 3.3817, 3.0994], [-8.9293, 2.1323, 3.0047], [-10.0207, 2.0698, 3.8949], [-11.2648, 2.3495, 3.4512], [-11.5497, 2.5899, 2.2536], [-12.3679, 2.2961, 4.5142], [-11.9901, 1.4990, 5.4970], [-12.5985, 3.4982, 5.0242], [-13.4604, 1.7800, 3.9239], [-7.5055, 3.4591, 4.0408], [-8.5397, 4.3513, 3.0110], [-7.2667, 3.2322, 2.3559], [-8.2996, 1.3146, 3.3554], [-9.2309, 1.9364, 1.9758], [7.0572, -5.5505, 1.0544], [7.6225, -5.2099, 2.6966], [9.1718, -6.0753, 2.9721], [6.4237, -5.6238, 3.9047], [7.8409, -4.1450, 2.7756], [3.2372, 10.1776, -1.9602], [2.0931, 10.1362, -1.0295], [1.6445, 11.2757, -0.2091], [1.3008, 9.0174, -0.9953], [1.4879, 8.0234, -1.7001], [2.9496, 10.7115, -2.8659], [3.6403, 9.2055, -2.2441], [4.0365, 10.6684, -1.4049], [2.4805, 11.5366, 0.4400], [1.3427, 12.1500, -0.7858], [0.8628, 10.9247, 0.4646], [0.4725, 9.0304, -0.2701], [4.0796, 4.0685, -7.5310], [3.6526, 3.1154, -8.5093], [4.5156, 3.0063, -9.7361], [2.6444, 2.3169, -8.3001], [2.1669, 1.4993, -9.0854], [4.7768, 4.7841, -7.9666], [4.6252, 3.4862, -6.7884], [3.2832, 4.6484, -7.0645], [4.2259, 2.1707, -10.3733], [4.5087, 3.9091, -10.3468], [5.5076, 2.7879, -9.3407], [2.2295, 2.5113, -7.2989], [0.5278, 1.1591, 1.7696], [1.2107, 0.1952, 1.0224], [1.0554, -1.1736, 1.4588], [1.7558, 0.5348, -0.1997], [2.2186, -0.2723, -1.0257], [0.3013, 2.1136, 1.2944], [1.1171, 1.3205, 2.6723], [-0.4549, 0.7842, 2.0556], [0.1010, -1.5481, 1.0886], [1.8739, -1.8434, 1.1952], [1.0406, -1.2000, 2.5484], [1.7106, 1.6172, -0.3963], [0.3970, -8.4672, 0.1135], [-0.3273, -7.7536, -0.9297], [0.5312, -7.3792, -2.0803], [-1.6764, -7.5075, -0.9121], [-2.3337, -7.6232, 0.0995], [1.1090, -7.8385, 0.6483], [0.9036, -9.3005, -0.3735], [-0.3254, -8.7715, 0.8708], [1.4520, -6.9073, -1.7373], [0.7848, -8.3546, -2.4956], [0.0044, -6.7775, -2.8209], [-2.0358, -7.0892, -1.8650], [-3.4035, -7.5751, 7.4350], [-3.9507, -6.2362, 7.4846], [-4.6506, -5.8732, 8.6937], [-3.8832, -5.4107, 6.4389], [-4.4278, -4.3101, 6.4036], [-3.0343, -7.8555, 6.4485], [-4.1927, -8.2550, 7.7561], [-2.5900, -7.5924, 8.1602], [-5.2899, -6.7063, 8.9857], [-3.9228, -5.6668, 9.4784], [-5.2342, -4.9742, 8.4953], [-3.2623, -5.8854, 5.6634]], "mulliken_charge": [-1.0208, -0.3258, -0.2178, 0.3719, -0.5355, 0.8828, -0.2391, -0.2507, -0.2386, 0.3726, 0.2883, 0.2687, 0.3422, 0.3019, -1.0064, -0.3263, -0.2085, 0.3739, -0.5524, 0.8587, -0.2282, -0.2502, -0.2286, 0.3513, 0.2660, 0.2877, 0.3017, 0.3616, -1.1125, -0.1983, -0.2210, 0.3657, -0.5344, 0.8578, -0.2492, -0.2220, -0.2452, 0.3132, 0.3055, 0.3340, 0.3572, 0.2489, -1.0415, -0.2516, -0.2634, 0.3778, -0.5448, 0.8667, -0.2364, -0.2374, -0.2321, 0.3049, 0.3196, 0.3314, 0.2469, 0.3599, -0.1099, 0.0583, -0.1243, -0.1114, 0.2869, -0.8735, 0.1155, -0.8581, 0.1360, -0.5932, 0.2942, 0.2889, 0.3196, 0.3252, 0.2847, 0.2793, 0.2813, -0.9673, 0.0535, -0.8944, 0.1180, -0.6289, 0.3357, 0.3622, 0.3358, 0.3021, 0.2923, 0.3659, 0.3250, -0.9709, 0.0977, -0.9488, 0.1435, -0.6003, 0.3377, 0.3088, 0.3419, 0.3288, 0.2993, 0.3644, 0.2983, -0.8683, 0.0542, -0.8471, 0.1950, -0.5811, 0.2878, 0.2975, 0.3123, 0.2716, 0.3463, 0.2732, 0.2587, -0.8473, 0.0651, -0.8894, 0.2398, -0.6254, 0.3070, 0.2777, 0.3149, 0.3048, 0.2988, 0.2964, 0.2578]}